{"formula": "C6H6LiO2Zn", "method": "ωB97M-V with the def2-TZVPD basis set", "symbols": ["C", "C", "C", "H", "H", "H", "H", "C", "O", "O", "C", "C", "Zn", "Li", "H", "H"], "xyz": [[-0.777, 1.706, 0.963], [-0.821, 1.146, -0.272], [-0.975, -0.290, -0.582], [-0.677, 2.790, 1.058], [-1.054, 1.127, 1.853], [-0.619, 1.770, -1.147], [-0.569, -0.520, -1.579], [-2.299, -0.807, -0.516], [-3.290, -0.843, 0.087], [2.197, -0.159, -0.319], [1.650, -1.315, -0.012], [0.429, -1.280, 0.628], [1.362, 0.996, 1.027], [3.273, 0.126, -1.808], [0.033, -2.223, 1.007], [2.137, -2.223, -0.388]], "forces_ev_per_angstrom": [[0.0, 0.1, 0.5], [-0.2, 0.4, -0.7], [1.2, -1.2, -1.4], [-0.2, -0.2, 0.0], [0.0, 0.3, -0.2], [-0.1, -0.1, 0.2], [0.0, 0.0, 0.4], [-2.0, 1.9, 5.1], [2.5, -0.9, -3.1], [1.4, 1.2, -1.3], [-1.7, -0.7, -0.2], [0.2, 0.0, 0.2], [-1.2, -1.2, 0.1], [0.2, -0.1, 0.0], [-0.4, 0.3, -0.3], [0.2, 0.2, 0.6]], "charge": 2, "gap_ev": [5.70, 6.75], "spin_multiplicity": 2}

{"formula": "C6H6LuO3", "method": "ωB97M-V with the def2-TZVPD basis set", "symbols": ["O", "C", "O", "C", "H", "H", "C", "H", "H", "H", "C", "C", "C", "O", "Lu", "H"], "xyz": [[-1.742, -0.118, 1.433], [-1.282, 1.104, 1.327], [-1.795, 2.104, 1.829], [1.371, 0.257, -2.856], [1.923, 1.211, -2.846], [0.463, 0.458, -3.449], [2.198, -0.857, -3.474], [1.609, -1.779, -3.571], [2.540, -0.561, -4.474], [3.082, -1.081, -2.861], [-0.008, 0.983, 0.586], [0.133, 1.017, -0.748], [0.915, 0.015, -1.451], [1.163, -1.080, -0.876], [-0.176, -1.346, 0.994], [0.073, 2.191, -0.849]], "forces_ev_per_angstrom": [[0.0, -2.2, -0.1], [-0.9, 5.5, 1.8], [1.1, -2.3, -1.2], [0.0, 0.0, 0.1], [-0.2, -0.1, 0.0], [0.2, 0.1, 0.2], [0.1, -0.3, 0.0], [0.2, 0.2, 0.0], [-0.1, -0.1, 0.3], [-0.2, 0.1, -0.2], [-0.4, -4.7, 0.6], [0.7, 4.2, 1.3], [0.8, 0.3, -0.7], [-1.2, -0.2, 0.8], [0.5, 1.5, -0.8], [-0.6, -2.1, -2.0]], "charge": 1, "gap_ev": [6.54, 6.54], "spin_multiplicity": 1, "de_lowest_ev": 0.535}

{"formula": "C6H6N", "method": "ωB97M-V with the def2-TZVPD basis set", "symbols": ["C", "C", "C", "C", "C", "C", "N", "H", "H", "H", "H", "H", "H"], "xyz": [[-0.990, 0.415, -0.166], [2.129, -0.608, -0.187], [-1.934, -0.384, 0.136], [-3.232, -0.609, 0.085], [1.613, 0.597, -0.359], [0.098, 1.205, -0.007], [2.535, -1.405, 0.495], [-3.861, -1.547, -0.097], [-3.770, -0.002, 0.777], [1.678, 0.965, -1.495], [2.352, 1.065, 0.320], [-0.017, 2.269, -0.269], [3.398, -1.961, 0.767]], "forces_ev_per_angstrom": [[2.5, 0.7, 2.3], [-1.5, -0.7, 0.3], [-1.0, 0.9, -1.9], [-1.0, -3.0, 1.2], [-2.5, 6.5, -3.9], [-0.3, -2.4, -1.8], [4.2, -5.0, 1.8], [1.6, 1.0, -0.1], [-0.7, 1.4, -0.3], [0.5, -0.7, 2.4], [-0.4, 1.1, -0.6], [0.6, -0.4, 0.9], [-1.9, 0.7, -0.3]], "charge": 1, "gap_ev": 7.39, "spin_multiplicity": 1, "de_lowest_ev": 4.415}

What did we get for electronic energy? Answer: -2168.7700, -1693.1403, -286.4730 hartree, in the order shown.